Entry 1:
12
Properties=species:S:1:pos:R:3 method="wB97M-V/def2-TZVPD" total_charge=0 homo_energy_ev=-9.771 gap_ev=10.1 lumo_energy_ev=0.334
O -2.544 -1.244 -0.329
C -1.642 -0.466 -0.189
C -0.221 -0.920 0.101
N 0.746 0.085 -0.291
S 2.397 -0.329 -0.340
C 0.349 1.393 -0.150
N -0.844 1.827 -0.100
O -1.871 0.862 -0.275
H -0.110 -1.149 1.172
H -0.047 -1.820 -0.451
H 2.638 -0.393 0.971
H 1.149 2.154 -0.120

***

Entry 2:
53
Properties=species:S:1:pos:R:3 method="wB97M-V/def2-TZVPD" total_charge=+1 homo_energy_ev=-11.827 gap_ev=8.9 lumo_energy_ev=-2.922
Pt 0.821 -1.186 -0.639
O -0.022 -2.747 -1.566
C -0.128 -3.900 -0.700
C 0.916 -3.834 0.377
C 1.294 -4.944 1.109
C 2.221 -4.794 2.128
C 2.753 -3.540 2.382
C 2.351 -2.477 1.602
N 1.449 -2.622 0.624
H -0.978 -2.398 -1.713
H -0.018 -4.796 -1.309
H -1.121 -3.890 -0.243
H 0.867 -5.910 0.879
H 2.530 -5.650 2.712
H 3.478 -3.383 3.168
H 2.736 -1.478 1.749
O 1.519 0.525 0.207
C 0.525 1.634 -0.064
C -0.192 1.298 -1.394
O -0.944 2.097 -1.899
O 0.074 0.128 -1.916
C 1.335 2.899 -0.249
C 2.319 2.912 -1.239
C 3.090 4.043 -1.448
C 2.867 5.180 -0.684
C 1.868 5.182 0.277
C 1.102 4.045 0.498
C -0.406 1.597 1.128
C 0.157 1.652 2.402
C -0.646 1.597 3.527
C -2.025 1.486 3.391
C -2.588 1.431 2.127
C -1.784 1.484 0.996
H 2.369 0.800 -0.175
H 2.462 2.051 -1.888
H 3.850 4.043 -2.218
H 3.461 6.068 -0.850
H 1.678 6.074 0.859
H 0.320 4.059 1.244
H 1.231 1.744 2.512
H -0.199 1.645 4.511
H -2.655 1.448 4.269
H -3.661 1.350 2.015
H -2.242 1.459 0.017
N -2.825 -0.191 -3.100
C -3.115 -1.348 -2.518
O -2.385 -1.873 -1.661
C -4.403 -2.010 -2.911
I -3.952 -3.698 -4.131
H -1.959 0.292 -2.886
H -3.429 0.204 -3.800
H -5.064 -1.366 -3.480
H -4.902 -2.391 -2.027

***

Entry 3:
90
Properties=species:S:1:pos:R:3 method="wB97M-V/def2-TZVPD" total_charge=0 homo_energy_ev=-8.081 gap_ev=6.2 lumo_energy_ev=-1.862
O 14.927 20.557 19.967
C 15.099 19.408 20.019
C 14.010 18.459 19.356
C 14.082 17.111 19.436
C 15.221 16.464 20.172
O 15.052 15.293 20.412
C 16.336 17.326 20.700
C 16.203 18.655 20.691
H 13.182 18.979 18.923
H 13.344 16.445 19.041
H 17.058 16.789 21.301
H 16.880 19.232 21.335
O 18.404 13.859 7.056
C 18.069 14.437 8.036
C 17.105 15.625 8.014
C 16.833 16.303 9.123
C 17.281 15.888 10.459
O 16.887 16.398 11.482
C 18.154 14.724 10.511
C 18.488 14.056 9.391
H 16.633 15.851 7.059
H 16.187 17.157 9.123
H 18.486 14.330 11.473
H 19.010 13.084 9.489
O 18.268 19.867 8.418
C 18.880 19.346 9.354
C 20.110 18.492 9.106
C 20.647 17.722 10.095
C 20.019 17.692 11.437
O 20.231 16.826 12.265
C 19.158 18.944 11.775
C 18.509 19.623 10.776
H 20.518 18.539 8.096
H 21.454 17.033 9.854
H 18.995 19.208 12.861
H 17.896 20.435 11.055
O 15.336 13.882 15.743
C 16.255 14.685 15.672
C 17.078 15.013 16.859
C 17.999 15.994 16.880
C 18.298 16.755 15.608
O 18.992 17.751 15.597
C 17.807 16.107 14.372
C 16.747 15.240 14.431
H 16.827 14.483 17.774
H 18.580 16.364 17.717
H 17.978 16.612 13.410
H 16.221 14.997 13.514
O 12.275 13.237 17.200
C 11.438 12.109 17.261
C 10.370 12.059 18.124
C 9.477 11.013 18.166
C 9.623 9.971 17.268
O 8.784 8.858 17.273
C 10.670 9.979 16.294
C 11.586 11.067 16.315
H 13.057 13.124 16.632
H 10.337 12.923 18.748
H 8.706 11.044 18.925
H 7.992 9.037 17.813
H 10.731 9.178 15.551
H 12.357 11.149 15.524
O 19.987 12.458 11.893
C 19.167 11.414 12.528
C 19.568 10.090 12.494
C 18.850 9.171 13.204
C 17.818 9.583 14.087
O 17.284 8.620 14.865
C 17.357 10.893 13.977
C 17.970 11.754 13.112
H 20.415 12.734 12.728
H 20.508 9.826 12.009
H 19.137 8.100 13.220
H 16.712 9.103 15.478
H 16.472 11.132 14.567
H 17.579 12.719 12.974
O 20.620 23.445 16.193
C 21.151 22.547 15.345
C 22.009 22.967 14.361
C 22.422 22.066 13.417
C 21.974 20.745 13.342
O 22.338 19.874 12.320
C 21.218 20.311 14.412
C 20.748 21.234 15.355
H 19.966 23.010 16.734
H 22.276 24.020 14.369
H 23.184 22.425 12.725
H 23.242 19.616 12.575
H 20.830 19.302 14.420
H 19.963 20.962 16.071

***

Entry 4:
77
Properties=species:S:1:pos:R:3 method="wB97M-V/def2-TZVPD" spin_multiplicity=6 total_charge=0 homo_energy_ev="-6.839 / -8.232" gap_ev="7.2 / 6.4" lumo_energy_ev="0.313 / -1.876"
Ru 0.040 -0.183 -0.665
Cl -1.443 -3.691 0.324
C -0.399 -3.513 -1.072
C -0.169 -2.246 -1.573
C 0.639 -2.210 -2.695
Cl 0.988 -0.603 -3.344
C 1.217 -3.313 -3.305
Cl 2.224 -3.140 -4.691
C 0.969 -4.567 -2.752
Cl 1.670 -5.970 -3.453
C 0.147 -4.670 -1.629
Cl -0.178 -6.219 -0.954
N -0.709 0.990 2.702
C 0.723 1.146 2.949
C 1.662 1.025 1.759
O 2.821 0.673 1.975
O 1.181 1.267 0.578
H -1.099 1.874 2.409
H -0.856 0.369 1.920
H 1.068 0.429 3.693
H 0.881 2.143 3.365
C -2.995 -0.592 -3.263
Si -3.286 0.433 -1.736
C -3.609 -0.651 -0.254
C -4.725 1.569 -2.056
Si -1.409 1.759 -1.164
Si -2.355 3.394 0.235
C -3.446 4.688 -0.556
C -0.878 4.280 0.999
C -3.416 2.681 1.626
Si -0.360 2.988 -2.873
C -1.066 4.702 -3.062
C 1.433 3.104 -2.364
C -0.519 2.171 -4.560
H -3.838 -1.266 -3.457
H -2.097 -1.200 -3.154
H -2.872 0.047 -4.141
H -4.482 -1.297 -0.393
H -3.768 -0.053 0.646
H -2.748 -1.304 -0.090
H -5.577 0.995 -2.438
H -4.464 2.324 -2.802
H -5.047 2.080 -1.148
H -2.912 5.332 -1.253
H -3.828 5.313 0.259
H -4.301 4.264 -1.081
H -0.598 5.155 0.404
H -0.005 3.623 1.051
H -1.101 4.629 2.013
H -4.474 2.726 1.348
H -3.289 3.288 2.528
H -3.206 1.647 1.896
H -0.898 5.332 -2.185
H -2.139 4.673 -3.263
H -0.577 5.176 -3.920
H 1.555 3.801 -1.530
H 2.062 3.447 -3.192
H 1.818 2.140 -2.021
H -1.337 1.452 -4.602
H 0.393 1.641 -4.842
H -0.701 2.936 -5.321
C 4.624 -1.953 0.235
N 3.387 -2.067 1.006
C 3.355 -2.582 2.257
C 2.214 -2.646 2.968
C 1.033 -2.131 2.353
N 1.067 -1.595 1.139
C 2.253 -1.507 0.471
O 2.310 -0.937 -0.626
N -0.130 -2.191 3.011
H 5.414 -2.464 0.779
H 4.872 -0.902 0.103
H 4.489 -2.408 -0.743
H 4.300 -2.931 2.647
H 2.202 -3.035 3.974
H -0.141 -2.435 3.984
H -0.945 -1.739 2.635

***

Entry 5:
87
Properties=species:S:1:pos:R:3 method="wB97M-V/def2-TZVPD" total_charge=0 homo_energy_ev=-9.299 gap_ev=6.8 lumo_energy_ev=-2.511
C -1.458 1.641 8.716
S -0.578 3.153 8.120
O -0.213 3.890 9.353
O -1.404 3.997 7.249
C 0.989 2.590 7.368
C 1.070 1.203 6.739
C 2.323 0.733 6.127
C 3.522 1.654 6.190
N 4.760 1.274 5.675
S 5.696 2.640 6.063
N 4.644 3.720 6.788
C 3.412 3.055 6.836
C 2.113 3.530 7.420
H -2.504 1.859 9.052
H -1.462 0.807 7.965
H -0.848 1.288 9.604
H 0.205 0.498 6.710
H 2.383 -0.274 5.639
H 2.066 4.556 7.858
C -0.984 -6.351 4.049
O -0.871 -4.950 4.305
P 0.559 -4.363 5.029
O 0.195 -2.922 4.725
O 1.450 -5.003 3.820
C 1.253 -4.515 2.496
O 2.011 -3.879 5.803
C 1.917 -3.841 7.219
H -1.931 -6.711 4.452
H -0.988 -6.507 2.967
H -0.163 -6.919 4.490
H 0.401 -3.840 2.416
H 1.078 -5.373 1.843
H 2.156 -4.003 2.166
H 1.686 -4.836 7.607
H 1.138 -3.136 7.524
H 2.873 -3.519 7.630
C 4.728 -1.742 -3.326
O 3.968 -2.225 -2.215
P 3.537 -1.130 -0.983
O 2.574 -2.082 -0.326
O 2.790 -0.152 -2.054
C 1.634 -0.617 -2.739
O 3.277 0.032 0.236
C 4.279 0.048 1.250
H 5.589 -2.393 -3.477
H 4.100 -1.786 -4.221
H 5.069 -0.716 -3.178
H 1.433 -1.674 -2.562
H 1.794 -0.469 -3.809
H 0.773 -0.024 -2.429
H 5.248 0.296 0.809
H 4.336 -0.924 1.746
H 4.020 0.809 1.985
C -0.668 3.358 -3.730
O -0.452 2.334 -4.706
P -0.617 2.738 -6.361
O 0.013 1.422 -6.770
O 0.519 3.904 -6.229
C 1.849 3.551 -5.878
O -0.830 3.190 -7.994
C -2.158 2.981 -8.492
H -1.364 2.990 -2.977
H 0.286 3.578 -3.241
H -1.062 4.273 -4.174
H 1.946 2.501 -5.598
H 2.151 4.167 -5.028
H 2.506 3.769 -6.720
H -2.872 3.573 -7.918
H -2.424 1.923 -8.431
H -2.191 3.301 -9.533
C -6.226 -0.107 -3.048
O -5.646 0.870 -3.917
P -4.846 0.339 -5.322
O -4.750 1.729 -5.906
O -6.175 -0.450 -5.846
C -7.334 0.291 -6.202
O -3.953 -0.385 -6.577
C -2.573 -0.604 -6.255
H -5.895 0.082 -2.028
H -7.314 0.000 -3.083
H -5.957 -1.125 -3.335
H -7.250 1.350 -5.956
H -8.184 -0.126 -5.658
H -7.512 0.176 -7.271
H -2.492 -1.273 -5.395
H -2.088 0.346 -6.033
H -2.083 -1.067 -7.110

***

Entry 6:
64
Properties=species:S:1:pos:R:3 method="wB97M-V/def2-TZVPD" total_charge=0 homo_energy_ev=-10.658 gap_ev=11.1 lumo_energy_ev=0.447
Ca 0.200 -0.100 -0.178
B 2.521 -1.364 0.619
F 2.067 -1.158 -0.723
F 1.317 -1.277 1.398
F 3.129 -2.584 0.825
F 3.362 -0.333 1.031
B -2.184 1.378 -0.995
F -2.179 1.595 -2.376
F -1.023 1.888 -0.376
F -3.382 1.839 -0.458
F -2.151 -0.046 -0.768
C -2.296 -5.034 1.022
C -1.821 -5.540 -0.351
O -1.497 -4.343 -1.055
C -1.360 -3.332 -0.168
O -0.807 -2.312 -0.400
O -1.902 -3.662 1.020
H -1.810 -5.535 1.853
H -3.381 -5.087 1.109
H -2.562 -6.122 -0.892
H -0.914 -6.142 -0.267
C -4.171 -0.599 3.534
C -3.162 -1.289 4.450
O -1.957 -1.343 3.686
C -2.109 -0.608 2.561
O -1.278 -0.481 1.728
O -3.326 -0.038 2.513
H -4.621 0.251 4.038
H -4.885 -1.255 3.045
H -3.443 -2.271 4.824
H -2.942 -0.672 5.326
C -1.682 -2.446 -4.420
C -1.079 -1.540 -5.496
O -0.591 -0.458 -4.713
C -0.414 -0.883 -3.442
O 0.124 -0.231 -2.604
O -0.880 -2.130 -3.297
H -1.642 -3.498 -4.680
H -2.708 -2.123 -4.238
H -1.841 -1.173 -6.182
H -0.268 -1.991 -6.069
C 0.940 2.660 5.066
C 2.396 2.582 4.602
O 2.248 2.339 3.201
C 1.035 1.781 2.975
O 0.676 1.367 1.926
O 0.268 1.862 4.090
H 0.582 3.687 5.090
H 0.774 2.165 6.020
H 2.962 1.791 5.094
H 2.938 3.521 4.695
C 4.280 5.113 -2.283
C 3.220 4.178 -2.801
C 3.673 2.843 -3.438
O 3.175 1.850 -2.552
C 2.289 2.398 -1.699
O 1.547 1.790 -0.999
O 2.405 3.737 -1.690
H 4.757 5.645 -3.107
H 5.036 4.605 -1.682
H 3.823 5.863 -1.636
H 2.550 4.748 -3.447
H 4.757 2.763 -3.440
H 3.214 2.761 -4.420

***

Entry 7:
71
Properties=species:S:1:pos:R:3 method="wB97M-V/def2-TZVPD" total_charge=+4 homo_energy_ev="-19.287 / -19.277" gap_ev="5.1 / 4.0" lumo_energy_ev="-14.212 / -15.321"
Sn 0.083 -0.400 -0.170
P 0.405 -2.874 -0.916
P 2.614 -0.194 0.932
P -2.506 0.069 -0.289
H 1.721 4.540 0.350
C 0.669 4.496 0.659
C 0.309 4.144 1.905
H 1.049 3.905 2.679
C 1.205 -3.039 -2.548
C 1.416 -3.922 0.174
C -1.170 -3.767 -1.071
C 3.050 1.422 1.668
C 3.082 -1.387 2.248
C 3.962 -0.446 -0.280
C -2.782 1.658 0.559
C -3.658 -1.140 0.433
C -3.203 0.354 -1.949
H -0.078 4.745 -0.104
H -0.744 4.110 2.211
H 1.325 -4.109 -2.783
H 2.201 -2.569 -2.537
H 0.593 -2.568 -3.332
H 1.378 -4.961 -0.187
H 1.025 -3.895 1.200
H 2.463 -3.593 0.183
H -0.980 -4.758 -1.510
H -1.864 -3.215 -1.720
H -1.635 -3.897 -0.083
H 4.025 1.742 1.275
H 3.120 1.343 2.762
H 2.296 2.182 1.418
H 4.180 -1.432 2.312
H 2.694 -2.388 2.017
H 2.679 -1.074 3.220
H 4.924 -0.462 0.251
H 3.961 0.379 -1.006
H 3.830 -1.395 -0.819
H -3.570 2.214 0.032
H -1.860 2.256 0.557
H -3.083 1.496 1.602
H -4.661 -0.977 0.011
H -3.710 -1.037 1.523
H -3.334 -2.163 0.193
H -4.242 0.695 -1.835
H -3.191 -0.582 -2.523
H -2.632 1.112 -2.503
C -0.117 1.305 -3.680
C 0.492 0.506 -4.660
C 0.136 0.724 -5.992
C -0.767 1.739 -6.331
C -1.310 2.560 -5.338
C -0.961 2.366 -3.998
O 0.038 1.005 -2.327
H 0.630 0.206 -2.247
H 1.204 -0.269 -4.372
H 0.570 0.100 -6.774
H -1.045 1.891 -7.377
H -2.006 3.357 -5.604
H -1.355 3.000 -3.203
N 2.419 0.184 6.715
C 1.447 0.179 6.054
C 0.260 0.155 5.237
C -1.011 -0.023 5.805
C -2.111 -0.099 4.961
C -1.893 -0.019 3.578
N -0.689 0.145 3.035
C 0.362 0.285 3.844
H -1.110 -0.100 6.887
H -3.126 -0.223 5.327
H -2.733 -0.089 2.885
H 1.323 0.495 3.364

***

Entry 8:
26
Properties=species:S:1:pos:R:3 method="wB97M-V/def2-TZVPD" spin_multiplicity=5 total_charge=+2 homo_energy_ev="-15.092 / -16.654" gap_ev="7.3 / 6.1" lumo_energy_ev="-7.833 / -10.569"
Pt 0.809 0.722 -1.301
N 4.339 0.886 1.029
C 3.226 0.559 0.423
S 3.056 0.726 -1.292
N 2.278 0.008 1.264
N 1.120 -0.190 0.666
C 0.334 -1.040 1.307
C -0.945 -1.470 0.852
C -1.616 -2.364 1.675
C -2.892 -2.897 1.343
C -3.504 -2.541 0.157
C -2.874 -1.653 -0.702
C -1.585 -1.078 -0.395
O -1.111 -0.266 -1.227
H 5.133 1.253 0.519
H 4.422 0.757 2.032
H 0.730 -1.462 2.228
H -1.159 -2.671 2.609
H -3.368 -3.584 2.029
H -4.471 -2.948 -0.104
H -3.323 -1.351 -1.640
Cl -0.867 5.320 -2.061
C 0.435 4.202 -2.262
Cl -0.223 2.540 -2.707
H 0.988 4.071 -1.341
H 1.067 4.473 -3.100